Here is 2 unconnected molecules or ions with the total composition C3H7INS2 from OMol25. Energies are from ωB97M-V with the def2-TZVPD basis set.

## Properties
- Multiplicity: 3
- E_LUMO (spin up / spin down): -0.1604 / -0.2677 Ha
- HOMO (spin up / spin down): -10.85 / -13.04 eV
- Net charge: +1

Last column: Mulliken spin population.
Positions of all 14 atoms, in Å:
C1 0.280 -0.658 0.401  0.26
C2 2.244 0.610 -0.938  -0.01
C3 -1.419 0.703 0.121  1.03
N1 -2.591 0.507 0.596  0.16
S1 -0.653 -2.082 0.979  0.15
S2 1.002 -0.689 -1.203  0.31
I1 4.033 -0.093 0.162  0.04
H1 0.851 -0.121 1.184  -0.01
H2 2.564 0.941 -1.893  0.00
H3 1.966 1.439 -0.380  0.00
H4 -1.062 1.663 -0.278  0.05
H5 -3.486 1.045 0.507  0.01
H6 -2.615 -0.480 0.838  0.01
H7 -1.114 -2.784 -0.097  0.00


Here is a molecular structure, C17H35As2ClN2O3S4Si3W from OMol25. Energies are from ωB97M-V with the def2-TZVPD basis set.

## Properties
- Multiplicity: 3
- E_LUMO (spin up / spin down): -0.0442 / -0.0708 Ha
- HOMO (spin up / spin down): -7.65 / -7.96 eV
- Net charge: 0

Last column: Mulliken spin population.
Positions of all 68 atoms, in Å:
W1 -0.466 -0.426 0.076  0.88
S1 -0.552 -3.008 3.504  0.71
As1 0.440 -1.978 1.924  -0.06
S2 -0.457 1.479 1.624  0.00
S3 -0.124 -2.779 -0.116  0.07
S4 2.352 -2.724 2.492  0.34
N1 4.314 0.257 3.353  0.00
C1 4.554 0.929 2.207  -0.01
O1 5.252 1.917 2.107  0.00
C2 3.863 0.306 1.020  0.00
C3 4.578 -0.389 0.060  0.02
C4 3.865 -1.057 -0.921  0.01
C5 2.489 -1.011 -0.906  -0.04
N2 1.788 -0.290 -0.012  -0.01
C6 2.488 0.354 0.938  0.01
H1 4.712 0.606 4.210  0.00
H2 3.724 -0.566 3.366  0.00
H3 5.658 -0.425 0.101  0.00
H4 4.367 -1.649 -1.673  0.00
H5 1.903 -1.578 -1.612  0.04
H6 1.910 0.883 1.682  -0.01
C7 2.381 0.580 -4.456  0.00
Si1 0.823 -0.451 -4.513  0.00
C8 -0.282 -0.026 -5.960  0.00
C9 1.299 -2.266 -4.538  0.00
As2 -0.401 0.014 -2.531  0.04
Si2 -2.554 -1.025 -2.782  0.01
C10 -2.084 -2.552 -3.779  0.00
C11 -3.546 -1.583 -1.313  0.00
C12 -3.579 0.151 -3.845  0.00
Si3 -0.457 2.386 -2.205  0.00
C13 -0.681 3.055 -3.962  0.01
C14 1.309 2.755 -1.685  0.00
C15 -1.786 3.314 -1.283  0.00
H7 3.063 0.228 -5.235  0.00
H8 2.890 0.455 -3.498  0.00
H9 2.199 1.642 -4.617  0.00
H10 0.246 -0.281 -6.884  0.00
H11 -0.539 1.030 -6.002  0.00
H12 -1.200 -0.612 -5.936  0.00
H13 2.281 -2.376 -5.004  0.00
H14 0.589 -2.857 -5.115  0.00
H15 1.359 -2.691 -3.535  0.00
H16 -1.262 -3.097 -3.309  0.00
H17 -1.809 -2.308 -4.804  0.00
H18 -2.940 -3.230 -3.824  0.00
H19 -3.001 -2.169 -0.575  0.00
H20 -4.319 -2.225 -1.750  0.00
H21 -4.023 -0.745 -0.813  0.00
H22 -3.835 -0.310 -4.801  0.00
H23 -3.053 1.082 -4.050  0.00
H24 -4.515 0.396 -3.338  0.00
H25 0.081 2.705 -4.661  0.00
H26 -0.632 4.147 -3.953  0.00
H27 -1.662 2.784 -4.357  0.00
H28 2.007 2.060 -2.153  0.00
H29 1.442 2.715 -0.604  0.00
H30 1.563 3.764 -2.020  0.00
H31 -2.770 2.901 -1.503  0.00
H32 -1.742 4.337 -1.667  0.00
H33 -1.626 3.318 -0.208  0.00
Cl1 -4.848 0.821 1.256  0.00
C16 -3.277 1.463 1.801  0.02
C17 -2.124 0.723 1.184  0.03
O2 -2.054 0.708 -0.249  -0.03
O3 -1.969 -0.620 1.464  -0.04
H34 -3.224 1.356 2.881  0.00
H35 -3.229 2.512 1.521  0.00